74
Properties=species:S:1:pos:R:3:forces:R:3:lowdin_spin:R:1 method="wB97M-V/def2-TZVPD" e_homo_ev="-2.29 / -3.84" spin_multiplicity=6 homo_lumo_gap_ev="4.95 / 6.43" largest_force_ev_per_a=4.95 charge=-1
Ru -2.32813 -0.65821 1.75996 0.65 -1.33 -0.20 1.898
P -0.58950 -0.27631 -0.24931 0.47 -0.10 0.25 0.068
Cl -3.64218 -1.54301 0.05848 -1.12 -0.63 -1.14 0.100
C 2.16218 -2.24697 1.82412 -2.51 -2.34 -3.56 0.807
H 2.73174 -2.88807 1.14258 0.30 0.33 0.42 0.071
H 1.07846 -2.19130 1.55301 0.46 -0.35 0.09 0.077
C -1.89016 0.98424 -0.66516 0.48 -0.46 -1.46 0.000
C -0.46557 -1.71234 -1.49687 -0.56 0.84 -0.03 0.008
C -1.59903 1.97939 -1.78931 -0.62 0.31 -0.25 0.000
H -2.70008 0.33267 -1.02861 0.11 0.21 0.12 0.000
C -2.91306 2.70289 -2.14578 0.20 -0.03 -0.29 0.000
H -0.82987 2.70968 -1.49941 -0.23 -0.10 -0.05 0.000
H -1.24023 1.46403 -2.69188 -0.05 0.11 0.29 0.000
C -3.58956 3.33667 -0.94005 -0.13 0.06 0.34 0.002
H -2.72727 3.45928 -2.91797 -0.04 -0.01 0.06 0.000
H -3.59556 1.96907 -2.59575 0.07 0.01 0.09 0.000
C -3.73170 2.36776 0.24279 0.02 -0.07 0.01 0.003
H -3.03077 4.22266 -0.61705 0.15 -0.06 0.02 0.000
H -4.58092 3.70856 -1.21339 -0.02 -0.01 -0.08 0.000
C -2.40504 1.68777 0.58630 -0.11 0.14 -0.60 0.037
H -4.12328 2.90202 1.11495 0.02 -0.04 -0.05 0.000
H -4.45037 1.57395 -0.00224 0.07 0.11 0.01 0.000
H -1.65591 2.42690 0.89701 -0.08 -0.10 0.27 0.005
H -2.54396 1.03178 1.50480 -0.31 1.52 -0.29 0.018
C 1.09986 0.64290 -0.44908 -0.51 -0.66 0.01 0.027
C 0.91067 -2.39489 -1.59190 0.07 0.28 0.05 0.004
H -1.20001 -2.39999 -1.04013 0.24 0.07 -0.28 0.000
C 0.86826 -3.61270 -2.53245 -0.15 0.00 0.19 0.000
H 1.63904 -1.68820 -2.00873 -0.07 -0.18 0.07 0.000
H 1.29744 -2.64095 -0.59223 -0.25 -0.19 -0.35 0.004
C 0.32570 -3.26983 -3.92740 0.07 0.09 0.04 0.000
H 1.87597 -4.03395 -2.62998 -0.11 0.00 0.06 0.000
H 0.23535 -4.39244 -2.09009 0.04 0.08 0.01 0.000
C -0.98160 -2.47774 -3.87028 -0.19 -0.05 0.12 0.001
H 1.07810 -2.70745 -4.49575 -0.01 0.08 0.14 0.000
H 0.15944 -4.19519 -4.49164 0.06 0.07 0.05 0.000
C -0.94881 -1.29900 -2.88805 0.08 -0.20 -0.41 0.003
H -1.23595 -2.10347 -4.86860 -0.02 -0.11 0.04 0.000
H -1.78760 -3.15693 -3.56803 0.01 0.05 0.00 0.000
H -0.27019 -0.53272 -3.29127 -0.21 -0.13 0.04 0.000
H -1.94914 -0.85019 -2.83464 0.17 -0.10 0.04 0.000
C 1.24117 1.95917 0.32601 0.04 0.15 0.19 0.005
H 1.77965 -0.10394 -0.00116 0.09 0.22 -0.11 0.008
C 2.68164 2.50156 0.26021 -0.19 -0.10 -0.04 0.001
H 0.55631 2.70549 -0.10187 0.17 -0.11 0.08 0.001
H 0.95384 1.85108 1.37682 -0.01 -0.05 -0.18 0.004
C 3.17252 2.69058 -1.17616 0.05 0.02 0.07 0.000
H 2.73243 3.45308 0.80379 0.03 -0.12 -0.05 0.000
H 3.34807 1.80180 0.78072 -0.06 0.01 -0.02 0.000
C 2.94537 1.44313 -2.02942 -0.04 -0.05 0.06 0.002
H 2.65861 3.54781 -1.62609 -0.10 -0.07 -0.01 0.000
H 4.23781 2.94443 -1.17160 -0.04 0.03 -0.01 0.000
C 1.51649 0.89780 -1.90791 0.05 0.14 -0.24 0.006
H 3.15607 1.66996 -3.08221 0.01 -0.05 0.11 0.000
H 3.65502 0.66126 -1.72958 -0.04 0.03 0.04 0.000
H 0.82702 1.62827 -2.35014 0.19 -0.11 0.09 0.000
H 1.43912 -0.00359 -2.52375 0.02 0.35 0.21 0.000
C -0.76299 0.00916 2.52751 2.16 0.10 1.68 0.488
C 2.50367 -1.41602 2.82167 1.67 2.64 3.04 0.747
H 0.16670 0.21870 2.03613 0.34 -0.22 -0.19 0.040
C 2.41779 -1.78365 4.26435 -1.16 -0.25 -0.12 0.130
H 2.57617 -0.33966 2.66085 0.09 0.07 -0.27 0.068
C 0.94957 -1.89430 4.81625 0.15 -0.25 0.34 0.053
H 2.89209 -2.76605 4.39244 0.06 0.22 0.24 0.016
H 2.91037 -1.00796 4.84518 0.30 -0.11 0.25 0.007
C 0.19659 -0.57361 5.06723 0.03 -0.56 0.45 0.039
H 0.32819 -2.59552 4.24838 0.19 0.19 -0.24 0.005
H 1.06307 -2.36686 5.81336 -0.05 0.16 -0.33 0.005
C -0.61727 0.22681 3.99846 -0.34 0.83 0.32 0.113
H -0.53207 -0.79158 5.86665 0.25 -0.04 -0.22 0.003
H 0.92494 0.10452 5.54394 -0.15 -0.01 -0.19 0.003
H -1.65049 0.30044 4.37630 0.44 0.24 0.28 0.008
H -0.12914 1.21646 4.03025 -0.49 0.23 0.27 0.020
Cl -2.59511 -2.41915 3.18240 -0.10 -0.65 0.68 0.093

96
Properties=species:S:1:pos:R:3:forces:R:3:lowdin_charge:R:1 method="wB97M-V/def2-TZVPD" e_homo_ev=-11.07 spin_multiplicity=1 homo_lumo_gap_ev=6.66 largest_force_ev_per_a=6.20 charge=+1
C -4.58059 2.39263 0.53942 0.20 -0.64 0.41 0.018
C -5.20158 1.03347 0.00542 -0.37 -0.14 -2.75 -0.423
O -5.35006 0.89850 -1.21349 0.19 0.20 3.38 0.083
O -5.59600 -0.05063 0.85740 1.66 1.35 -0.38 -0.063
C -4.40527 -0.66047 1.45164 0.51 -0.28 0.51 -0.183
C -4.27430 -2.22598 1.08813 -0.44 0.86 -0.39 -0.129
C -2.99248 -2.53531 0.13595 -1.34 -1.23 0.44 -0.150
C -1.99009 -3.55077 0.85931 0.20 -0.05 0.34 -0.162
C -0.41613 -3.15529 0.67310 -1.93 -0.35 -0.18 -0.065
N 0.09562 -2.91633 2.07518 1.12 -0.73 0.34 0.011
C 0.22265 -1.47547 2.46665 -0.03 1.68 -0.33 -0.128
C -1.10532 -0.87175 3.15259 1.02 0.92 -0.66 -0.178
C -1.26229 0.62661 2.58433 -0.84 -0.73 0.25 -0.542
Cl 0.24100 1.63463 2.95104 -1.20 -0.80 -0.22 0.546
C 0.39068 -3.92320 2.89944 -0.94 1.96 -0.53 -0.326
N 0.81952 -3.52307 4.23010 0.84 -1.97 -1.07 -0.216
F -0.24854 -3.11850 5.01929 -1.17 1.03 -0.13 -0.063
P 1.81804 -4.72717 5.06635 1.21 -1.44 0.87 0.945
C 0.89081 -5.02290 6.71461 -0.87 1.49 -0.02 -0.300
C 3.46176 -3.93753 5.65924 -1.17 0.53 0.77 -0.261
N 0.19330 -5.26384 2.36628 0.97 1.15 -0.02 -0.329
P -1.07113 -6.21987 3.10919 -0.97 -1.71 1.92 0.331
S -0.61688 -7.29906 4.64142 -0.17 0.39 -0.57 0.249
P 1.63047 -6.09963 1.86016 5.23 -3.24 0.77 0.538
O 2.11663 -7.23192 2.73819 -1.93 2.73 -2.07 -0.313
O 1.54519 -6.69037 0.24777 -1.58 2.53 2.85 -0.143
O 2.88570 -4.92833 1.84846 -3.08 -1.13 -1.04 -0.165
H -5.38106 3.03775 1.02752 1.00 -0.93 -0.63 0.104
H -3.76041 2.18137 1.31087 -1.20 0.37 -0.98 0.075
H -4.12405 2.93678 -0.35595 -0.79 -0.83 1.32 0.099
H -3.51608 -0.07543 1.05228 -0.80 -0.94 0.60 0.087
H -4.42485 -0.53870 2.59265 -0.17 -0.01 -1.59 0.134
H -5.25677 -2.50269 0.56217 1.52 0.37 0.73 0.131
H -4.24968 -2.80907 2.06280 0.11 0.60 -1.21 0.104
H -3.43240 -3.10066 -0.76060 0.96 1.27 0.95 0.128
H -2.51136 -1.55194 -0.15658 -0.43 -1.41 0.15 0.092
H -2.14908 -4.64536 0.55261 0.09 1.65 0.19 0.112
H -2.24249 -3.52268 1.98063 0.56 -0.03 -1.60 0.072
H 0.17007 -3.95369 0.12441 -0.59 0.96 0.95 0.119
H -0.41140 -2.20966 0.04711 0.55 -0.99 1.21 0.111
H 1.12670 -1.26077 3.11729 -1.15 -0.84 -0.65 0.139
H 0.38190 -0.87010 1.50330 -0.17 -1.30 1.39 0.093
H -0.94132 -0.80551 4.27121 -0.57 -0.33 -1.35 0.112
H -2.01023 -1.48283 2.84282 0.98 0.81 0.61 0.099
H -1.40180 0.61684 1.45194 0.32 0.09 1.62 0.058
H -2.17384 1.10691 3.08668 1.51 -0.48 -0.75 0.088
H 0.89332 -4.04036 7.31192 0.23 -1.53 -0.64 0.057
H 1.33826 -5.87105 7.31463 -0.39 1.00 -0.97 0.063
H -0.21041 -5.22166 6.48386 1.69 -0.02 0.30 0.002
H 4.29741 -4.05468 4.90757 -1.15 0.20 0.89 0.044
H 3.69187 -4.48010 6.64454 -0.20 0.70 -1.52 0.058
H 3.21030 -2.86116 5.92551 0.80 -1.16 -0.36 0.046
H -1.62583 -7.06750 2.08398 0.52 1.04 -0.06 0.006
H -2.13617 -5.30647 3.46979 0.94 -0.03 -0.90 0.008
H 0.68111 -6.34960 -0.07648 0.62 -0.48 -0.42 0.060
H 2.95128 -4.52347 0.95713 0.13 -0.21 0.51 0.082
C -2.19717 0.96154 -2.42040 -1.00 0.12 -0.59 -0.093
C -1.21669 2.08419 -2.45575 -0.23 0.85 -0.78 -0.114
O -0.36339 1.80556 -1.34713 0.12 -1.16 0.60 0.085
C -0.45160 0.47554 -1.10521 0.06 0.44 -0.39 -0.535
O 0.26525 -0.12539 -0.34485 -0.37 0.14 -0.35 0.087
O -1.44644 -0.09851 -1.82932 0.96 -0.02 0.80 0.057
H -2.54777 0.68506 -3.41607 0.06 -0.20 0.16 0.127
H -3.06084 1.17821 -1.78710 0.08 -0.09 -0.05 0.105
H -0.61760 2.08587 -3.37008 0.01 -0.01 0.11 0.135
H -1.69332 3.05694 -2.34328 0.27 -0.06 0.13 0.122
C 2.61736 5.67780 -1.12664 0.97 0.27 0.07 -0.128
C 1.95305 5.20691 0.13122 0.36 -0.08 0.68 -0.121
O 0.56968 5.26290 -0.19871 -0.23 -0.01 -0.61 0.063
C 0.47689 5.17967 -1.55164 -0.31 -0.03 -0.28 -0.544
O -0.55107 5.02978 -2.14925 0.48 0.07 0.29 0.133
O 1.69587 5.28638 -2.13892 -0.73 -0.13 0.24 0.077
H 3.59221 5.21140 -1.28550 -0.49 0.08 -0.11 0.097
H 2.73424 6.76549 -1.15657 -0.13 -0.03 0.01 0.140
H 2.21517 4.17509 0.38245 -0.04 0.04 -0.06 0.136
H 2.17541 5.84686 0.98583 -0.23 -0.04 -0.05 0.137
C 7.69053 6.04492 -3.53712 0.83 0.16 -0.14 -0.126
C 6.51786 6.69052 -4.21228 0.03 0.67 -0.53 -0.126
O 5.45766 5.77873 -3.94922 0.08 -0.40 0.52 0.071
C 5.79671 5.07978 -2.83475 -0.25 -0.42 0.23 -0.536
O 5.05355 4.34871 -2.24450 0.66 0.28 -0.43 0.134
O 7.08477 5.31684 -2.47510 -0.66 -0.10 -0.08 0.072
H 8.40394 6.77375 -3.15154 -0.09 -0.17 0.15 0.138
H 8.21715 5.34408 -4.19069 -0.06 0.02 0.04 0.138
H 6.26569 7.66142 -3.77669 0.00 -0.08 0.00 0.137
H 6.66889 6.81257 -5.28519 -0.20 -0.11 0.08 0.138
C -0.55328 2.31072 -7.09100 0.84 0.18 -0.15 -0.127
C -1.73069 2.95087 -7.76354 -0.01 0.66 -0.51 -0.126
O -2.78668 2.03501 -7.49894 0.21 -0.41 0.53 0.073
C -2.44516 1.33682 -6.38538 -0.73 -0.53 0.25 -0.540
O -3.18616 0.60196 -5.79559 0.68 0.57 -0.29 0.150
O -1.15206 1.57964 -6.02660 -0.61 -0.10 -0.02 0.044
H 0.15787 3.04309 -6.70731 -0.09 -0.16 0.15 0.138
H -0.02512 1.61227 -7.74599 -0.07 0.01 0.04 0.137
H -1.98619 3.92076 -7.32759 0.01 -0.08 0.01 0.138
H -1.58224 3.07326 -8.83679 -0.19 -0.11 0.08 0.138